(1)
Entry from the Open Molecules 2025 dataset: C7H4N8O2S in the gas phase in a non-equilibrium geometry (ωB97M-V with the def2-TZVPD basis set).

Last column: Löwdin charge in e.
Cartesian coordinates (Å):
O -1.62 2.89 3.98  0.07
O 1.63 3.78 1.16  0.08
N 0.26 -4.47 -2.64  -0.04
N -1.39 1.29 2.38  0.20
N 0.89 1.48 -0.46  0.21
N -0.64 -3.70 -1.96  0.01
N -1.22 -0.14 0.62  0.19
S 1.43 -2.20 -2.31  1.05
C -0.98 2.44 3.05  -0.52
C 0.75 2.98 1.50  -0.39
C 1.38 -3.82 -2.90  -0.45
C -0.73 0.98 1.28  -0.25
C 0.34 1.81 0.71  -0.07
C -0.20 -2.50 -1.71  -0.59
C -0.67 -0.46 -0.51  -0.34
N 0.34 0.34 -1.06  0.07
N 0.12 3.19 2.68  0.19
N -1.06 -1.64 -1.06  0.12
H 2.21 -4.27 -3.43  0.07
H 0.74 0.02 -1.91  0.06
H 0.19 4.11 3.11  0.18
H -1.78 -2.10 -0.53  0.16

The HOMO energy is -9.7 eV. As for the charge: 0.

---

(2)
Entry from the Open Molecules 2025 dataset: C7H4O in the gas phase in a non-equilibrium geometry (ωB97M-V with the def2-TZVPD basis set).

Last column: Löwdin charge in e.
Cartesian coordinates (Å):
C 1.79 1.13 0.09  -0.22
C 1.11 2.33 -0.09  0.11
C 2.89 0.28 0.22  -0.02
C -0.65 0.30 -0.53  -0.13
C 0.45 1.13 -0.25  -0.17
C 2.37 -0.91 -0.08  -0.12
C -1.54 -0.23 0.30  0.05
O 1.66 -1.84 -0.15  0.21
H 3.93 0.40 0.49  0.11
H -1.12 0.30 -1.45  0.09
H -2.46 -0.65 0.04  0.05
H -1.21 -0.27 1.27  0.04

The HOMO energy is -8.4 eV. As for the charge: 0.

---

(3)
Entry from the Open Molecules 2025 dataset: C7H4O in the gas phase in a non-equilibrium geometry (ωB97M-V with the def2-TZVPD basis set).

Last column: Löwdin charge in e.
Cartesian coordinates (Å):
C -1.91 1.17 -0.19  -0.17
C -2.16 -0.35 0.07  -0.11
C -1.19 -1.20 -0.18  -0.15
C 0.18 -0.63 -0.41  -0.01
C 1.44 -0.45 -0.18  -0.01
C 2.74 0.16 -0.11  -0.17
C 3.91 0.37 0.06  0.08
H -2.80 1.85 -0.11  0.12
H -3.04 -0.96 0.56  0.13
H -1.45 -2.31 0.45  0.19
H 5.02 0.72 0.10  0.09
O -0.75 1.64 -0.06  0.01

The HOMO energy is -8.8 eV. As for the charge: 0.

---

(4)
Entry from the Open Molecules 2025 dataset: C7H5Cl2NO3 in the gas phase in a non-equilibrium geometry (ωB97M-V with the def2-TZVPD basis set).

Last column: Löwdin charge in e.
Cartesian coordinates (Å):
C 0.41 -0.33 1.40  -0.09
C 1.71 0.28 1.56  -0.39
C -1.48 0.79 -1.50  -0.12
C -0.67 -0.33 -2.13  -0.16
C 1.74 0.64 0.06  -0.48
C -1.26 -1.02 3.02  -0.55
C 0.28 0.11 -0.14  -0.44
N -0.41 -0.87 2.21  0.10
O 2.44 0.48 2.50  0.11
O -0.67 1.13 -0.33  -0.03
O 0.00 -0.96 -1.03  -0.07
Cl 2.85 -0.47 -0.72  0.71
Cl -1.78 -2.18 4.05  0.74
H -1.47 1.71 -2.25  0.16
H -2.48 0.45 -1.18  0.12
H -1.48 -1.05 -2.41  0.14
H 0.18 0.00 -2.84  0.16
H 2.07 1.59 -0.28  0.09

The HOMO energy (spin up / spin down) is -8.5 / -8.5 eV. As for the charge: 0.

---

(5)
Entry from the Open Molecules 2025 dataset: C7H5Cl3N2 in the gas phase in a non-equilibrium geometry (ωB97M-V with the def2-TZVPD basis set).

Last column: Löwdin charge in e.
Cartesian coordinates (Å):
C 0.00 -1.50 0.13  -0.12
C 1.22 -1.84 0.72  -0.17
C 1.09 1.82 -0.13  -0.09
C -0.55 -0.26 -0.17  -0.45
C 0.15 0.94 -0.82  -0.21
C 1.86 0.25 1.23  -0.13
C -1.96 0.00 -0.06  -1.44
N 1.97 -0.94 1.28  0.13
N 1.96 1.43 0.83  0.15
Cl -2.18 1.42 1.11  0.56
Cl -2.72 0.53 -1.67  0.52
Cl -2.86 -1.42 0.37  0.65
H -0.71 -2.39 -0.15  0.11
H 1.58 -2.94 0.91  0.14
H 1.10 2.83 -0.42  0.10
H -0.61 1.57 -1.29  0.04
H 0.66 0.49 -1.87  0.22

The HOMO energy (spin up / spin down) is -7.5 / -7.5 eV. As for the charge: 0.

---

(6)
Entry from the Open Molecules 2025 dataset: C7H5ClN2O2 in the gas phase in a non-equilibrium geometry (ωB97M-V with the def2-TZVPD basis set).

Last column: Löwdin charge in e.
Cartesian coordinates (Å):
C 0.03 -4.05 -1.79  -0.29
C -1.38 -2.28 -0.68  -0.03
C -0.89 -3.32 -1.14  0.00
C -2.19 -0.18 0.36  -0.64
C -1.00 0.68 0.77  -0.55
C 1.51 2.46 0.02  -0.04
C 1.30 0.95 0.40  -0.17
N 0.82 -4.59 -2.42  0.16
N -2.04 -1.35 -0.04  0.11
O -1.01 1.35 1.76  0.12
O 0.01 0.38 0.01  0.02
Cl -3.60 0.44 1.01  0.83
H 2.40 2.50 0.74  0.11
H 1.71 2.74 -0.97  0.06
H 0.74 3.01 0.48  0.05
H 1.44 0.83 1.54  0.15
H 2.14 0.41 -0.04  0.12

The HOMO energy is -9.4 eV. As for the charge: 0.

---

(7)
Entry from the Open Molecules 2025 dataset: 2 unconnected molecules or ions with the total composition C7H5ClNO5S in a non-equilibrium geometry (ωB97M-V with the def2-TZVPD basis set).

Last column: Löwdin charge in e.
Cartesian coordinates (Å):
C -1.25 -0.07 0.11  -0.08
C -0.72 0.98 -0.61  -0.08
C -0.41 -0.98 0.73  -0.06
C 0.64 1.12 -0.74  -0.01
C 0.96 -0.85 0.62  0.01
C 1.51 0.20 -0.13  -0.22
C 2.92 0.29 -0.30  -0.23
N 3.47 0.78 -1.49  -0.41
O 5.37 -0.59 0.23  -0.32
O 4.44 1.50 -1.51  0.07
O 2.93 0.32 -2.50  0.09
O 3.59 -1.18 1.81  -0.34
O 3.58 -2.11 -0.44  -0.32
S 4.02 -1.04 0.44  0.38
Cl 3.72 2.11 1.36  0.01
H -2.32 -0.18 0.21  0.10
H -1.39 1.70 -1.08  0.10
H -0.83 -1.80 1.29  0.10
H 1.05 1.95 -1.30  0.12
H 1.64 -1.55 1.09  0.09

The HOMO energy (spin up / spin down) is -6.1 / -6.1 eV. As for the charge: -1.

---

(8)
Entry from the Open Molecules 2025 dataset: 2 unconnected molecules or ions with the total composition C7H5ClO3 in a non-equilibrium geometry (ωB97M-V with the def2-TZVPD basis set).

Last column: Löwdin charge in e.
Cartesian coordinates (Å):
C -1.43 0.67 -1.72  -0.32
C -0.42 0.44 -0.66  -0.12
C 0.43 1.42 -0.24  -0.02
C 1.44 1.17 0.71  -0.14
C 1.72 -0.05 1.16  -0.54
C 0.90 -1.21 0.83  -0.03
C -0.36 -0.77 0.11  -0.33
H -2.38 -0.74 -0.81  0.09
H 0.38 2.42 -0.79  0.16
H 1.98 2.07 1.24  0.16
H 1.10 -2.42 1.10  0.18
H -1.46 -2.02 1.25  0.41
O -2.60 -0.04 -1.51  0.08
O -1.35 1.53 -2.74  0.01
O -1.07 -1.88 -0.29  -0.07
Cl 3.11 -0.56 2.37  0.49

The HOMO energy is -9.7 eV. As for the charge: 0.

---

Sequential relative energy (zero: lowest compared OMol25 entry of this formula, charge and spin) output: 11.1; 184.4; 301.9; 0.0; 353.3; 180.7; 0.0; 375.3 kJ/mol